{
  "formula": "C6H13N",
  "method": "the ωB97M-V functional and the def2-TZVPD basis",
  "e_above_lowest_kcal_mol": 13.9,
  "lumo_ha": 0.042,
  "smiles": "C/C=C/C[C@@H](C)N",
  "e_tot_ev": -7922.22871,
  "elements": ["C", "C", "C", "C", "C", "C", "N", "H", "H", "H", "H", "H", "H", "H", "H", "H", "H", "H", "H", "H"],
  "xyz": [[0.853, -2.001, -2.358], [0.480, -1.164, -1.152], [-0.417, -0.184, -1.177], [-0.986, 0.650, -0.086], [-0.345, 0.460, 1.294], [1.048, 1.121, 1.428], [-1.190, 1.069, 2.354], [0.704, -3.049, -2.103], [0.199, -1.730, -3.192], [1.864, -1.821, -2.718], [1.096, -1.440, -0.297], [-0.873, -0.148, -2.168], [-1.070, 1.714, -0.321], [-2.034, 0.348, 0.029], [-0.208, -0.588, 1.556], [1.322, 0.899, 2.457], [1.719, 0.684, 0.692], [1.001, 2.192, 1.228], [-2.170, 0.927, 2.182], [-0.991, 2.060, 2.352]],
  "forces_ev_per_a": [[-0.863, 0.643, -0.004], [1.013, -0.103, 0.041], [0.091, -0.830, -0.919], [-0.178, -0.588, 0.697], [0.060, 1.289, 0.317], [-1.020, -0.783, -0.297], [0.879, -0.276, -0.199], [0.199, -0.139, -0.234], [-0.053, -0.239, 0.004], [0.229, -0.142, 0.296], [-0.345, 0.322, 0.324], [-0.311, 0.612, 0.149], [0.389, 0.040, -0.149], [-0.077, -0.098, -0.116], [-0.227, -0.209, -0.292], [0.606, 0.303, -0.058], [0.269, -0.055, 0.211], [-0.064, 0.087, 0.190], [-0.289, 0.012, -0.079], [-0.309, 0.154, 0.116]],
  "lowdin_charge": [-0.107, -0.176, -0.126, -0.184, -0.454, -0.063, 0.020, 0.070, 0.067, 0.069, 0.097, 0.101, 0.118, 0.110, 0.126, 0.077, 0.064, 0.076, 0.055, 0.059]
}